Here is C6H13BGaO as an isolated structure from the OMol25 dataset. Energies are from the ωB97M-V functional and the def2-TZVPD basis.

Geometry as XYZ:
```
22
Properties=species:S:1:pos:R:3:forces:R:3
H -2.8738 1.9461 -0.8840 -0.17 -0.24 0.12
H 3.2809 -2.0308 1.3925 0.10 0.05 -0.03
H -1.6133 -0.5297 0.0014 -0.19 0.23 -0.05
O 0.0170 -1.3201 2.3597 0.86 -0.76 0.41
H 1.6760 0.9346 -0.5751 0.06 0.03 -0.03
Ga 0.9907 -0.5118 -0.4479 -0.23 -0.22 -0.01
H 2.2410 -2.9512 2.4986 0.07 0.02 0.16
H -0.6656 -1.8189 1.9111 -0.50 0.51 -0.29
B 1.1565 -1.3162 1.5118 -0.02 0.06 -0.12
H 0.6259 3.0618 1.1292 0.25 0.18 0.57
C -1.5152 0.5687 -1.9150 -0.59 -0.83 0.63
C 2.4882 -1.9477 2.1318 -0.45 0.35 0.04
H -0.7927 0.6513 -2.7241 0.17 0.32 0.00
C -0.2351 2.8250 0.5772 0.37 0.15 -0.23
H -2.4440 0.2117 -2.3805 -0.05 0.19 -0.21
C -1.8724 1.9337 -1.3050 0.48 0.42 -0.59
H -1.8806 2.6588 -2.1227 -0.21 0.11 -0.09
C -0.9485 2.4611 -0.3087 -0.57 -0.45 -0.03
H 2.8414 -1.3363 2.9707 0.04 -0.13 0.11
H 1.7578 -1.4966 -1.4797 0.02 -0.10 -0.21
C -1.0349 -0.5128 -0.9284 0.58 0.20 -0.21
H -1.1994 -1.4805 -1.4129 0.00 -0.09 0.05
```
Positions in Å, forces in eV/Å.

Computed properties:
- Charge: -1
- Kohn-Sham gap: 7.0 eV

---

Here is a single C6H13BN2O2 molecule from the OMol25 dataset. Energies are from the ωB97M-V functional and the def2-TZVPD basis.

Geometry as XYZ:
```
24
Properties=species:S:1:pos:R:3:forces:R:3
H -2.2951 1.0782 -2.3044 0.75 0.55 -1.78
C 3.0169 -0.7166 -0.4286 -1.44 -0.36 1.93
B -2.1863 0.1302 -0.5069 0.03 0.54 -0.10
N 1.2072 0.6737 0.6770 0.67 0.89 0.04
H 3.1289 -1.2482 -1.2996 0.33 -1.49 -2.17
H 3.7915 -0.0069 -0.4268 0.60 1.39 0.29
O 0.7185 1.7810 0.3163 -0.44 -0.13 0.22
O -1.3355 -0.6199 -1.2724 2.21 -0.90 0.08
H -3.6505 1.6320 -1.3993 0.14 0.09 0.27
H 1.2647 -2.4261 -0.2443 -0.93 0.29 0.24
C 1.5082 0.3067 1.8796 0.07 0.63 2.41
H 2.0697 -0.6083 1.9906 -0.25 -0.13 -0.10
H -2.0747 2.1559 -0.9164 2.15 3.25 1.12
H -3.4865 -0.0158 1.2508 -2.05 0.35 0.13
C -2.5776 1.4138 -1.3554 -3.25 -3.91 -0.05
H 3.1402 -1.4218 0.3886 0.41 -0.06 0.15
N -0.5125 -1.7167 -0.8352 -1.75 -0.20 0.53
C 1.5721 -0.2531 -0.4227 -1.26 -0.16 -1.79
H 1.3422 0.9002 2.8718 0.01 -0.76 -2.60
H -2.0947 0.9785 1.2989 0.26 0.53 0.79
C -2.4760 0.0181 1.0047 0.53 0.61 -1.34
H -2.0756 -0.7599 1.5531 1.43 -1.58 1.04
H 1.3599 0.2372 -1.4363 0.01 -0.10 1.84
C 0.6450 -1.5122 -0.3832 1.76 0.68 -1.16
```
Positions in Å, forces in eV/Å.

Computed properties:
- Kohn-Sham gap: 9.8 eV
- Structure (SMILES): C=[N+]([O-])[C@@H](C)/C=N\OB(C)C

---

Here is a 2-piece molecular cluster, C6H13BN3O2 overall from the OMol25 dataset. Energies are from the ωB97M-V functional and the def2-TZVPD basis.

Geometry as XYZ:
```
25
Properties=species:S:1:pos:R:3:forces:R:3
O -4.3826 -0.5826 -0.2115 -0.16 -0.83 -0.99
B -3.5129 0.2283 0.3885 0.19 0.64 1.33
H 2.3318 -1.2203 -1.4803 -0.66 -0.97 -0.46
N 2.7459 -0.7520 0.9350 1.95 -2.92 -2.69
C -2.0033 -0.1774 0.1270 0.09 0.71 -0.01
C 2.1822 1.5173 0.5243 0.14 1.22 1.01
H -2.3019 -1.6914 -1.4014 -1.16 -0.30 -0.89
O -3.8647 1.2380 1.2422 -2.63 0.87 0.02
H -5.3088 -0.3622 -0.1981 -0.44 0.09 0.12
C -0.3037 -1.2408 -0.8708 -1.03 4.25 5.35
C -1.6652 -1.0643 -0.8615 0.50 -1.00 -0.17
H 2.6502 -0.6283 1.8564 -0.05 0.53 4.18
H 2.9470 2.0778 -0.0752 -0.19 -0.66 0.79
C 2.2374 0.0795 0.1134 -0.67 2.10 0.21
H -0.7175 0.7680 1.5197 -0.03 -0.21 -0.62
H 0.3684 -1.7000 -1.4271 2.32 -2.48 -2.60
H 3.4001 0.0015 -1.5243 0.75 0.93 -0.59
N -0.8198 0.2425 0.6476 -0.14 -0.57 0.72
H 3.0627 -1.6628 0.5966 -0.36 0.36 0.44
C 2.3697 -0.1737 -1.3061 0.50 -0.26 -0.13
H -4.8914 1.4539 1.3110 3.39 -0.81 -0.23
H 1.6501 0.4139 -1.8410 0.10 0.11 -0.68
H 2.3207 1.7579 1.6762 -0.42 -0.66 -2.51
H 1.2697 1.9283 0.0979 -0.26 0.21 0.51
N 0.2358 -0.4512 0.1614 -1.73 -0.34 -2.10
```
Positions in Å, forces in eV/Å.

Computed properties:
- Charge: +1
- Kohn-Sham gap: 10.2 eV

---

Here is C6H13BiO4 as an isolated structure from the OMol25 dataset. Energies are from the ωB97M-V functional and the def2-TZVPD basis.

Geometry as XYZ:
```
24
Properties=species:S:1:pos:R:3:forces:R:3
H 0.1529 -0.1778 -3.2926 0.13 0.09 0.08
O -1.1414 -2.4629 0.6763 -0.35 -0.02 1.43
C 0.7411 0.2379 1.0306 0.43 0.94 1.15
O -2.5864 -0.8626 -0.9012 -1.17 1.69 0.93
H 1.2167 3.3412 1.7580 0.06 -0.18 -0.30
H -0.2946 0.5670 0.8188 0.20 -0.27 0.05
H 2.1546 0.4870 -0.5696 -0.31 -0.26 0.02
H -2.9513 -2.4216 1.7342 0.37 0.04 -0.22
O 0.4523 -0.4352 -1.2890 0.02 1.43 0.03
H 1.9179 -1.2071 -0.0527 -0.13 0.27 -0.26
H 1.0461 1.1482 -2.4804 -0.09 -0.37 -0.02
O 1.4383 1.3224 1.6776 -0.33 -1.37 -0.30
Bi -0.8824 -2.1833 -1.2772 2.31 -3.94 -3.55
C -2.9199 -0.9232 0.2756 -0.45 0.55 0.83
C -2.1769 -1.7856 1.2447 -1.27 0.75 1.08
H 2.3973 2.7820 0.5346 -0.24 -0.11 0.16
H -3.7488 -0.2931 0.6515 0.10 -0.36 -0.20
H 0.7842 -0.5819 1.7618 -0.42 0.39 -0.10
H -1.8597 -1.0848 2.0561 -0.01 -0.31 -0.28
C 1.4050 -0.2497 -0.2413 1.16 0.03 0.58
C 0.9124 0.0578 -2.5414 0.34 0.37 -1.02
H 1.8654 -0.4197 -2.8145 -0.31 0.12 0.09
H 0.6495 2.5814 0.2292 0.10 0.16 0.21
C 1.4277 2.5636 1.0110 -0.14 0.36 -0.39
```
Positions in Å, forces in eV/Å.

Computed properties:
- Charge: +1
- Expectation value of S²: 0.752
- 2S+1: 2
- Kohn-Sham gap (alpha / beta): 6.0 / 9.2 eV

---

Here is a 2-piece molecular cluster, C6H13BrF3O3P overall from the OMol25 dataset. Energies are from the ωB97M-V functional and the def2-TZVPD basis.

Geometry as XYZ:
```
27
Properties=species:S:1:pos:R:3:forces:R:3
O -1.0527 0.5572 -2.1218 -0.09 0.54 -0.48
H 0.8276 -0.2425 -4.5715 -0.04 -0.47 0.10
H 0.0278 -1.5226 -2.5668 0.14 0.01 -0.50
H -2.3256 -0.1158 -3.6153 0.18 -0.06 0.35
H 0.0752 1.9497 -1.1070 0.01 -0.33 0.04
H 0.6785 -0.9445 1.1117 0.01 0.10 -0.02
C -1.2843 0.2012 -3.4780 0.36 -0.54 -0.44
H -0.0108 1.4149 1.6853 0.14 -0.08 0.15
H -1.6562 0.8543 1.9337 0.00 -0.05 0.25
C -0.3683 -0.6394 1.0896 0.21 -0.21 0.11
F 2.2794 -0.3591 5.5583 0.44 -0.01 -0.17
P -0.0322 -1.1847 -3.9545 -1.41 1.13 0.58
C -0.6107 0.5555 1.9869 -0.26 0.02 -0.67
C 0.9165 0.2398 3.7304 -0.68 0.14 -0.63
H -0.9601 -1.4934 1.4227 -0.09 0.07 -0.03
F 0.6405 0.9631 5.9538 -0.19 0.45 0.01
H 0.1128 2.1133 -2.8500 0.05 -0.16 0.07
F 0.2780 -1.1171 5.5608 -0.30 -0.30 -0.10
Br 1.5479 -2.8341 -4.3507 0.54 -0.63 -0.24
C 1.0328 -0.0761 5.2170 0.14 -0.28 0.71
H -0.9850 -1.8317 -4.7782 0.50 0.00 0.04
H -1.1064 1.0368 -4.1788 -0.16 0.07 0.35
H -0.6376 -0.4037 0.0600 -0.07 0.02 0.04
C 0.1053 1.3739 -2.0353 0.01 0.39 0.03
H 1.0313 0.7853 -2.0847 -0.08 0.09 0.08
O 1.8364 0.4867 3.0176 0.68 0.06 0.00
O -0.3598 0.2329 3.3649 -0.03 0.04 0.36
```
Positions in Å, forces in eV/Å.

Computed properties:
- Kohn-Sham gap: 9.5 eV
- Structure (SMILES): CCOC(=O)C(F)(F)F.COC[PH3]Br

---

Here is a 2-piece molecular cluster, C6H13BrN overall from the OMol25 dataset. Energies are from the ωB97M-V functional and the def2-TZVPD basis.

Geometry as XYZ:
```
21
Properties=species:S:1:pos:R:3:forces:R:3
C -2.0504 2.0877 0.4286 1.06 -0.90 0.26
H -2.7018 2.4548 1.2129 -0.03 0.63 -0.39
H -0.1660 -1.8348 -0.1028 -0.25 0.91 0.93
H 2.1118 -1.2969 2.0707 -0.16 0.44 -0.65
C 0.8334 0.1898 0.9523 0.93 -0.15 2.70
H 1.5221 0.3184 -1.0924 1.15 -0.46 -0.77
C -0.6159 0.0638 -1.0728 -1.14 1.98 1.05
H 2.8531 -0.1602 0.9465 1.91 0.14 -0.62
Br -3.6621 -0.3582 0.0326 0.32 0.55 0.21
H -1.0423 2.4953 0.1726 -1.25 0.18 0.54
H -1.7514 -1.4187 -0.4507 -2.10 -1.14 0.56
H 0.9913 1.1107 1.6681 -0.52 -1.95 -1.31
H -0.0068 -0.4427 1.3331 0.00 1.28 -0.26
N -0.8164 -1.3862 -0.7540 3.08 -0.77 -1.90
H 0.6850 1.7575 -0.5234 -0.04 -1.37 -0.35
C 2.0333 -0.7935 1.0820 -1.93 -0.25 0.83
H 1.8619 -1.5600 0.3059 0.83 0.16 0.18
C -2.2336 0.8741 -0.0319 2.90 -1.59 -2.51
H -0.7006 0.1940 -2.1794 -0.36 0.00 1.07
H -0.5740 -2.0166 -1.5487 -1.18 0.73 -0.04
C 0.7168 0.6221 -0.4869 -3.21 1.60 0.48
```
Positions in Å, forces in eV/Å.

Computed properties:
- Charge: +1
- Kohn-Sham gap: 10.5 eV

---

Here is a 2-piece molecular cluster, C6H13BrN4 overall from the OMol25 dataset. Energies are from the ωB97M-V functional and the def2-TZVPD basis.

Geometry as XYZ:
```
24
Properties=species:S:1:pos:R:3:forces:R:3
C 0.3438 -2.3946 0.9213 0.09 -1.25 -1.35
H 1.1878 3.1106 0.3967 -0.43 0.52 -0.83
H 0.8268 -5.5447 -1.1440 0.18 -0.09 0.87
C 0.7811 -3.5578 -0.9412 -0.02 -1.12 0.22
N 0.5910 -2.2510 -1.3079 -0.33 -2.21 0.03
H 0.9050 -4.3317 1.0716 0.37 -1.40 -0.42
C -0.7295 3.5124 1.1526 0.09 0.54 3.06
H 0.2790 -2.4514 2.0063 -0.28 1.15 -0.41
Br -1.5696 0.8788 -1.8557 -0.47 0.21 -0.44
H -0.0441 -0.5291 -0.0328 0.32 -0.01 -0.77
C -0.7742 1.8368 -0.5458 0.15 0.24 0.12
H 0.8881 -4.9161 -2.5549 -0.02 0.96 -1.57
H -2.3560 2.4761 0.4882 -1.54 -0.88 1.09
H 0.4016 -2.0282 -2.2882 0.15 0.32 0.69
N 0.7738 3.8995 0.9240 -1.79 -2.96 -0.10
C 0.2398 -1.5629 -0.1492 -0.05 0.55 2.27
C -1.5578 2.9796 0.0325 3.30 -2.57 -0.11
H 0.6922 4.7442 0.4109 1.46 1.41 -0.19
H 1.2953 3.7397 1.8019 -0.37 1.76 -0.14
H -2.0347 3.6428 -0.5771 -0.94 2.07 -2.07
N 0.6396 -3.6698 0.3803 -0.23 2.92 0.45
H -1.3331 4.4362 1.5174 1.70 -1.53 0.25
N 1.0678 -4.6907 -1.6125 0.02 -0.09 0.08
H -0.5136 2.6712 1.9055 -1.36 1.47 -0.72
```
Positions in Å, forces in eV/Å.

Computed properties:
- Charge: +2
- Kohn-Sham gap: 8.0 eV

---

Here is a 2-piece molecular cluster, C6H13ClN3O3S overall from the OMol25 dataset. Energies are from the ωB97M-V functional and the def2-TZVPD basis.

Geometry as XYZ:
```
27
Properties=species:S:1:pos:R:3:forces:R:3
H -1.6173 -2.4961 -2.8859 1.10 -0.13 0.59
H 3.9365 2.1016 1.3211 1.21 -0.06 0.25
C -2.5437 -0.5821 -3.0469 -0.52 -1.95 0.95
H 3.0447 3.4919 2.1062 -0.27 -1.37 -1.31
Cl 5.2593 1.3969 3.3950 1.03 0.43 -0.78
H -3.9095 -2.2406 -1.1678 -1.46 0.50 0.92
C 3.8533 0.3942 3.4798 0.42 -3.55 3.88
H 2.6390 2.6404 0.4175 -0.51 0.52 0.59
C -1.5721 -1.6473 -0.8608 2.48 2.24 0.62
H -3.3445 -3.7306 -1.7027 0.55 -0.95 0.00
C -3.4504 -2.7130 -1.9888 -2.20 0.60 -2.29
O 0.4322 2.0696 0.7449 0.84 0.40 -0.59
H -2.3209 -0.7379 -4.0993 0.08 -0.08 0.05
H -1.9760 0.2181 -2.6602 0.41 1.21 0.20
H 3.9942 -0.8264 3.5163 0.52 3.10 -0.62
N 0.9110 1.3189 1.8910 -1.76 -1.06 1.25
H -3.6205 -0.4346 -2.9459 0.19 0.50 0.00
H 3.5966 0.5132 4.5840 -0.25 -0.12 -1.19
S -1.0281 1.7625 0.2703 0.20 0.19 0.95
H -4.2182 -2.6716 -2.9391 2.14 -0.04 2.36
O -1.4719 -0.4963 -0.3122 -0.49 -3.98 -1.53
N 2.6998 0.5261 2.7765 -2.52 0.15 -0.76
H -0.9783 -2.5493 -0.4227 -1.30 1.39 -0.16
C 2.9907 2.5530 1.4501 -0.28 0.78 0.90
C -2.1902 -1.8802 -2.1998 -0.85 0.58 -1.85
N 2.1991 1.4757 2.1517 0.87 0.78 -2.48
O -1.3143 2.5437 -0.8720 0.37 -0.07 0.04
```
Positions in Å, forces in eV/Å.

Computed properties:
- Charge: +1
- Kohn-Sham gap (alpha / beta): 6.7 / 6.7 eV

---

Here is C6H13CrO5 as an isolated structure from the OMol25 dataset. Energies are from the ωB97M-V functional and the def2-TZVPD basis.

Geometry as XYZ:
```
25
Properties=species:S:1:pos:R:3:forces:R:3
H 0.4576 6.2584 7.1147 0.23 0.10 0.05
H 2.3057 5.2353 3.3196 -1.37 -1.19 -2.50
H 1.6662 3.2548 4.1393 -0.15 -0.15 -0.18
C 3.2661 5.6083 4.5920 1.57 0.75 0.05
H 2.0224 8.5711 8.3838 -0.19 -0.07 -0.16
H 0.2628 8.3424 8.3520 0.21 0.00 -0.17
Cr 2.2255 8.0208 5.2532 0.09 0.49 0.18
H 1.4873 5.0038 5.6652 0.15 0.07 0.17
C 1.4511 4.9243 2.1700 1.80 0.47 2.52
O 3.3251 6.8963 4.1657 -0.28 -0.34 0.04
H 3.0084 4.5319 6.4666 -0.07 0.24 -0.15
O 2.4465 6.5434 6.6316 0.29 0.37 -0.18
H 1.5960 6.1766 8.4976 0.00 0.10 -0.23
H -0.0713 3.2705 3.7018 0.17 -0.10 -0.12
H 4.2799 5.1753 4.6130 -0.42 -0.39 -0.47
C 1.3690 6.6982 7.5555 -0.68 -0.08 0.53
C 0.9327 2.9648 3.3673 0.04 0.10 0.03
C 1.1849 8.2035 7.7555 0.02 -0.01 0.54
H 0.9509 1.8790 3.2277 -0.03 0.27 0.05
C 2.5264 5.3240 5.8741 -0.78 -0.55 -0.21
H 1.8946 5.2350 1.2186 -0.03 -0.06 0.35
O 1.1264 8.8753 6.5386 -0.16 -0.06 0.00
H 0.0797 5.7083 3.3006 0.02 -0.07 -0.16
O 0.2638 5.6166 2.3599 -0.52 0.48 0.05
O 1.2820 3.5540 2.1295 0.09 -0.36 -0.04
```
Positions in Å, forces in eV/Å.

Computed properties:
- Expectation value of S²: 8.769
- 2S+1: 6
- Kohn-Sham gap (alpha / beta): 6.4 / 8.6 eV

---

Here is a 2-piece molecular cluster, C6H13F2P overall from the OMol25 dataset. Energies are from the ωB97M-V functional and the def2-TZVPD basis.

Geometry as XYZ:
```
22
Properties=species:S:1:pos:R:3:forces:R:3
H -0.6372 -2.1757 -0.8252 -0.08 0.82 0.19
C 2.6531 0.6942 0.6698 -1.39 2.09 -0.17
C 0.1555 -2.2046 -0.0771 3.34 -1.72 -1.97
H 3.0438 1.7756 -1.2560 0.71 -0.27 -1.23
C 2.5671 1.9598 -0.3381 0.06 -1.66 2.63
H -2.6927 0.4205 -1.5865 -0.68 -0.07 -0.27
H 3.0522 -1.3355 0.0192 -0.12 -0.57 -0.65
C 0.9352 -0.9529 0.2680 -0.07 -1.37 -1.09
H 3.5053 0.6721 1.2620 2.47 -0.08 0.30
H 0.8901 -2.9831 -0.5587 -1.30 0.95 1.29
C -3.1399 -0.0088 -0.6880 2.73 -1.67 0.83
H 1.9830 0.9543 1.4841 -0.70 0.27 -0.06
H 0.1475 -0.3524 0.6526 0.29 1.83 0.44
H 1.4985 2.0327 -0.4900 -0.13 0.69 -0.22
F -3.2664 -1.3842 -0.8263 0.25 0.17 -0.47
P -4.7253 0.5167 -0.1116 -2.14 2.09 -1.02
H 3.0432 2.8230 0.1707 -0.64 -0.34 -0.41
H -0.2475 -2.5208 0.8512 -0.53 -0.90 0.73
C 2.2475 -0.6546 0.2221 -1.83 0.24 0.22
H -4.5236 0.6955 1.2266 0.61 -0.36 1.11
F -2.1120 0.1289 0.2457 -0.41 0.22 -0.08
H -4.3775 1.8995 -0.3146 -0.43 -0.36 -0.09
```
Positions in Å, forces in eV/Å.

Computed properties:
- Kohn-Sham gap: 9.7 eV
- Structure (SMILES): C/C=C/CC.FC(F)P

---

Here is a 2-piece molecular cluster, C6H13F6N2PS overall from the OMol25 dataset. Energies are from the ωB97M-V functional and the def2-TZVPD basis.

Geometry as XYZ:
```
29
Properties=species:S:1:pos:R:3:forces:R:3
F 1.0128 -0.0262 3.2624 -2.86 -5.18 -1.93
C -1.5951 0.2003 -1.5694 -0.99 1.26 0.41
H 0.3049 1.4549 -1.0049 -0.80 -1.86 -1.17
H 2.0714 -0.4244 -1.7336 -2.23 -0.56 1.34
H -2.6118 2.2763 -1.2884 0.31 -1.59 -2.00
H -3.3783 1.2447 -2.7641 2.29 0.75 1.27
H -0.3340 -2.0849 -2.7059 1.75 -0.13 1.68
F 1.2529 2.7823 3.1015 3.76 4.33 -1.15
F 2.4849 1.0784 3.5999 5.72 1.47 0.28
C -2.3823 1.5375 -2.1867 0.64 0.01 0.50
P 0.9823 1.4277 3.8240 -0.09 1.15 1.28
H 0.5887 -3.0598 -1.2627 -0.22 2.09 -1.77
N 1.2404 -0.9295 0.1997 2.56 -0.62 0.05
F 1.4055 2.1221 5.1538 3.54 3.73 2.42
H 1.5935 -1.8986 0.4434 -0.03 1.18 -0.88
H 0.2381 0.8414 -2.7863 -0.32 -0.97 2.43
H 2.0067 -0.2707 0.5093 -0.96 -0.55 -0.07
N 0.1507 -0.6789 1.0156 -6.78 -5.92 1.50
H -1.6008 2.0958 -2.8732 -1.92 -1.07 1.06
H -1.9824 0.1152 -0.4502 1.11 -0.03 -2.40
C -0.6750 -1.8078 1.0911 1.10 1.94 -3.60
C 1.0055 -0.7162 -1.2801 0.66 -0.22 -3.64
C 0.6233 -2.1524 -2.0373 1.10 -0.48 -0.21
H -1.9589 -0.7440 -2.1545 1.06 1.72 1.07
H 1.5152 -2.4335 -2.7791 -1.92 0.75 1.65
F -0.0088 0.9199 4.9150 -4.42 -3.70 1.09
C 0.0053 0.5211 -1.6612 -0.07 -0.03 0.01
F -0.2535 1.6891 2.9107 -5.42 -1.93 -2.02
S -1.7011 -3.0801 0.5111 3.41 4.44 2.79
```
Positions in Å, forces in eV/Å.

Computed properties:
- Kohn-Sham gap: 6.4 eV